{
  "formula": "C40H92N4O32P8",
  "method": "the ωB97M-V functional and the def2-TZVPD basis",
  "spin_multiplicity": 1,
  "charge": 0,
  "orbital_gap_ev": 8.16,
  "fmax_ev_per_a": 4.91,
  "lumo_energy_ev": 0.39,
  "smiles": "COP(=O)(OC)OC.COP(=O)(OC)OC.COP(=O)(OC)OC.COP(=O)(OC)OC.COP(=O)(OC)OC.COP(=O)(OC)OC.COP(=O)(OC)OC.COP(=O)(OC)OC.c1cc[nH]c1.c1cc[nH]c1.c1cc[nH]c1.c1cc[nH]c1",
  "relative_energy_kj_mol": 0.0,
  "total_energy_ev": -188779.27255,
  "species": ["C", "O", "P", "O", "O", "C", "O", "C", "H", "H", "H", "H", "H", "H", "H", "H", "H", "C", "O", "P", "O", "O", "C", "O", "C", "H", "H", "H", "H", "H", "H", "H", "H", "H", "C", "O", "P", "O", "O", "C", "O", "C", "H", "H", "H", "H", "H", "H", "H", "H", "H", "C", "O", "P", "O", "O", "C", "O", "C", "H", "H", "H", "H", "H", "H", "H", "H", "H", "C", "O", "P", "O", "O", "C", "O", "C", "H", "H", "H", "H", "H", "H", "H", "H", "H", "C", "O", "P", "O", "O", "C", "O", "C", "H", "H", "H", "H", "H", "H", "H", "H", "H", "C", "O", "P", "O", "O", "C", "O", "C", "H", "H", "H", "H", "H", "H", "H", "H", "H", "C", "O", "P", "O", "O", "C", "O", "C", "H", "H", "H", "H", "H", "H", "H", "H", "H", "C", "C", "C", "N", "C", "H", "H", "H", "H", "H", "C", "C", "C", "N", "C", "H", "H", "H", "H", "H", "C", "C", "C", "N", "C", "H", "H", "H", "H", "H", "C", "C", "C", "N", "C", "H", "H", "H", "H", "H"],
  "coordinates": [[2.03019, -1.02497, -6.49059], [1.72463, -0.01428, -5.47092], [3.03151, 0.23917, -4.56949], [3.70704, -0.94396, -4.00929], [4.02587, 1.10822, -5.45392], [3.42791, 2.10755, -6.35741], [2.53561, 1.20603, -3.47877], [1.81123, 0.64904, -2.31219], [1.68800, -1.99328, -6.16067], [3.13203, -1.15933, -6.64369], [1.59887, -0.62819, -7.42217], [4.08212, 2.38497, -7.16417], [3.18572, 3.03280, -5.73075], [2.49548, 1.71992, -6.78165], [0.76890, 1.11216, -2.33731], [2.39745, 1.13193, -1.49970], [1.88632, -0.43695, -2.32714], [0.33066, -6.48744, -1.65936], [-1.05019, -6.12492, -1.78975], [-1.62593, -4.82155, -2.47717], [-3.09806, -4.94118, -2.55908], [-0.85142, -4.49319, -3.84140], [-1.07761, -5.26210, -5.05298], [-1.18371, -3.64571, -1.53782], [-1.64914, -3.84787, -0.18700], [0.47984, -7.57223, -1.63058], [0.65097, -6.15851, -0.68375], [1.02302, -6.10546, -2.47495], [-0.26653, -6.00964, -5.24493], [-1.23471, -4.57946, -5.85984], [-1.93326, -5.81689, -4.79502], [-2.26067, -2.93307, 0.06063], [-0.81170, -3.87322, 0.43901], [-2.26798, -4.74498, -0.10507], [-1.07726, -2.56282, 2.83891], [-1.82158, -3.85962, 2.89044], [-1.20679, -5.18524, 3.45763], [-0.56105, -5.20001, 4.75344], [-2.54851, -6.18051, 3.42059], [-3.43718, -6.14309, 2.27447], [-0.38287, -5.73895, 2.21670], [0.68504, -6.62983, 2.38068], [-0.81620, -2.19237, 3.80747], [-1.64269, -1.84235, 2.29397], [-0.17897, -2.66737, 2.19374], [-2.87922, -6.28491, 1.34061], [-3.98685, -5.23257, 2.21999], [-4.13409, -6.94060, 2.42712], [1.55560, -6.33332, 2.99657], [1.04244, -6.94178, 1.42088], [0.35976, -7.55387, 2.91195], [4.95616, 4.45981, -2.66695], [5.30482, 3.77986, -1.48085], [4.42804, 4.16650, -0.20310], [3.54979, 5.34296, -0.30479], [3.51368, 2.88195, 0.07672], [4.26276, 1.63952, 0.43977], [5.48924, 4.27704, 0.89710], [4.89787, 4.60859, 2.18586], [3.99043, 5.00001, -2.61409], [4.88999, 3.74851, -3.46655], [5.65791, 5.21829, -2.89557], [5.14397, 1.85967, 0.96819], [4.58134, 1.17348, -0.50065], [3.70091, 0.92726, 1.02936], [4.04034, 4.01982, 2.48834], [4.50738, 5.68523, 2.07177], [5.73647, 4.56281, 2.91842], [1.45250, 4.40209, 2.61830], [0.89548, 4.59860, 3.92109], [-0.14229, 3.57964, 4.54588], [0.41498, 2.27408, 4.96921], [-0.52723, 4.53040, 5.73440], [-0.52145, 3.86772, 7.03886], [-1.32907, 3.45725, 3.56783], [-2.22419, 4.62668, 3.33781], [2.11192, 5.20137, 2.39327], [0.62997, 4.45560, 1.89468], [1.94728, 3.42265, 2.55159], [-0.74333, 4.62862, 7.77537], [0.49826, 3.46224, 7.17855], [-1.32648, 3.08510, 7.06562], [-3.27761, 4.25102, 3.41126], [-2.04447, 4.92747, 2.27171], [-1.88216, 5.35321, 4.06429], [5.65133, -2.76485, 4.03014], [5.37605, -1.43494, 4.58049], [3.96231, -0.71675, 4.21368], [3.51445, -0.87182, 2.80272], [3.04450, -1.42817, 5.24698], [1.59386, -1.06491, 5.16243], [4.14090, 0.83828, 4.52326], [4.36853, 1.28151, 5.85726], [4.73676, -3.33195, 3.95831], [6.31714, -3.22837, 4.71674], [6.02142, -2.76923, 3.06072], [1.40472, -0.03961, 5.42564], [0.90929, -1.60108, 5.86184], [1.25950, -1.20591, 4.15160], [5.41765, 1.41734, 6.09510], [4.03583, 0.56516, 6.64573], [3.96255, 2.26136, 5.91156], [-1.20823, -0.58674, -4.41089], [-1.03313, 0.84503, -4.46509], [-2.34808, 1.63393, -4.94956], [-3.56867, 0.97594, -4.51272], [-2.03694, 3.12716, -4.54808], [-2.33617, 3.60169, -3.27002], [-2.16213, 1.76455, -6.49522], [-3.17546, 1.46780, -7.41998], [-0.52741, -0.91003, -3.60156], [-0.91448, -1.01023, -5.37574], [-2.27262, -0.85904, -4.21002], [-3.32408, 4.13375, -3.33538], [-1.54226, 4.27107, -2.96518], [-2.39290, 2.79750, -2.49360], [-3.85634, 0.67898, -7.02522], [-2.71048, 1.26272, -8.36241], [-3.72514, 2.36408, -7.60258], [-3.48173, 0.54430, 2.79861], [-5.01611, 0.72031, 2.98569], [-5.68297, 2.04198, 2.32413], [-5.07705, 3.32626, 2.65857], [-5.73794, 1.65803, 0.78862], [-5.23526, 2.63434, -0.13200], [-7.12489, 1.95968, 2.87775], [-8.14300, 0.96749, 2.55008], [-3.09975, 1.35376, 3.39106], [-3.26595, 0.78640, 1.74277], [-3.30196, -0.46156, 3.15826], [-5.69858, 2.46938, -1.07597], [-4.17961, 2.47607, -0.26564], [-5.43834, 3.62646, 0.30731], [-8.04232, 0.06983, 3.24181], [-8.13246, 0.68485, 1.49493], [-9.08421, 1.48430, 2.77503], [-4.89883, -1.21173, -0.30049], [-4.56657, -0.51045, -1.54058], [-4.20694, -1.35298, -2.47172], [-4.36464, -2.63851, -1.91629], [-4.73599, -2.55931, -0.59459], [-5.23326, -0.78047, 0.65382], [-4.74676, 0.56353, -1.70834], [-3.99365, -1.09708, -3.46387], [-4.22243, -3.51350, -2.37175], [-4.87492, -3.49420, 0.01311], [3.20510, -4.42184, -0.64225], [4.26731, -3.78507, 0.08232], [4.69348, -2.72454, -0.67737], [3.91136, -2.68976, -1.81794], [3.04486, -3.72836, -1.78695], [2.83876, -5.41854, -0.36890], [4.64036, -4.04064, 1.03749], [5.37950, -1.94343, -0.42752], [4.01778, -1.97936, -2.49079], [2.49312, -3.93558, -2.67594], [-0.31302, -0.76916, -0.38710], [-0.37722, 0.49531, 0.26831], [0.70575, 0.49639, 1.15542], [1.41241, -0.67955, 0.97772], [0.78172, -1.41378, 0.01861], [-1.07532, -1.12680, -1.04879], [-1.22716, 1.17826, 0.25887], [1.02744, 1.22149, 1.86840], [2.24723, -0.90138, 1.45685], [1.18549, -2.36594, -0.29956], [-0.07462, 3.97150, -0.23444], [-1.46065, 4.31149, -0.01936], [-1.65138, 5.58976, -0.42580], [-0.47504, 5.98341, -1.08150], [0.42783, 5.03173, -0.91696], [0.51993, 3.10769, 0.09141], [-2.19634, 3.75355, 0.56707], [-2.44936, 6.31654, -0.45176], [-0.20257, 6.89480, -1.45910], [1.45174, 5.30105, -1.21069]],
  "lowdin_charge": [-0.079, -0.242, 0.321, -0.230, -0.208, -0.057, -0.210, -0.025, 0.080, 0.096, 0.097, 0.077, 0.111, 0.075, 0.110, 0.081, 0.069, -0.074, -0.205, 0.374, -0.236, -0.227, -0.053, -0.203, -0.089, 0.092, 0.049, 0.107, 0.106, 0.082, 0.059, 0.098, 0.044, 0.074, -0.020, -0.219, 0.384, -0.207, -0.225, -0.090, -0.223, -0.116, 0.071, 0.061, 0.084, 0.078, 0.068, 0.081, 0.099, 0.060, 0.104, -0.105, -0.178, 0.324, -0.240, -0.223, -0.038, -0.200, -0.068, 0.088, 0.077, 0.078, 0.065, 0.091, 0.057, 0.052, 0.114, 0.105, -0.071, -0.200, 0.293, -0.247, -0.230, -0.071, -0.221, -0.011, 0.071, 0.066, 0.084, 0.079, 0.088, 0.105, 0.073, 0.070, 0.076, -0.058, -0.214, 0.393, -0.249, -0.197, -0.024, -0.196, -0.094, 0.082, 0.082, 0.057, 0.057, 0.109, 0.055, 0.083, 0.107, 0.077, -0.082, -0.218, 0.356, -0.216, -0.193, -0.114, -0.195, -0.097, 0.089, 0.083, 0.059, 0.110, 0.067, 0.094, 0.103, 0.080, 0.079, 0.019, -0.252, 0.318, -0.226, -0.229, -0.088, -0.207, -0.057, 0.061, 0.075, 0.076, 0.077, 0.064, 0.094, 0.111, 0.084, 0.085, -0.080, -0.122, -0.129, 0.027, -0.149, 0.074, 0.083, 0.063, 0.073, 0.126, -0.124, -0.104, -0.111, 0.043, -0.172, 0.086, 0.067, 0.101, 0.062, 0.106, -0.143, -0.088, -0.106, 0.056, -0.173, 0.087, 0.086, 0.094, 0.059, 0.107, -0.104, -0.143, -0.125, 0.014, -0.180, 0.088, 0.089, 0.111, 0.162, 0.105]
}

=====

{
  "formula": "C23H18MnN6O7",
  "method": "the ωB97M-V functional and the def2-TZVPD basis",
  "spin_multiplicity": 6,
  "charge": -2,
  "orbital_gap_ev": [5.62, 5.80],
  "fmax_ev_per_a": 2.92,
  "lumo_energy_ev": [4.73, 4.71],
  "relative_energy_kj_mol": 146.9,
  "total_energy_ev": -78739.40364,
  "species": ["Mn", "O", "C", "C", "C", "C", "C", "C", "C", "N", "C", "C", "N", "C", "C", "C", "C", "C", "C", "C", "O", "H", "H", "H", "H", "H", "H", "H", "H", "H", "H", "H", "H", "H", "H", "O", "C", "C", "O", "C", "C", "O", "C", "O", "O", "N", "C", "N", "N", "C", "N", "H", "H", "H", "H"],
  "coordinates": [[0.25866, -0.46556, -0.23232], [0.13781, 0.27573, -2.39469], [-0.92927, 0.58799, -2.99326], [-0.98426, 1.74389, -3.84644], [-2.10009, 2.07161, -4.56910], [-3.26927, 1.28495, -4.50639], [-3.26594, 0.17197, -3.70007], [-2.14278, -0.20578, -2.94841], [-2.15760, -1.45180, -2.22856], [-1.22393, -1.80251, -1.44675], [-1.06573, -3.15583, -0.98406], [0.44545, -3.45403, -1.01766], [1.23695, -2.26844, -0.63217], [2.49197, -2.44669, -0.69499], [3.53558, -1.49477, -0.43637], [4.86576, -1.92114, -0.59314], [5.93282, -1.07875, -0.39314], [5.68279, 0.25210, -0.00497], [4.40470, 0.71085, 0.16615], [3.26695, -0.12867, -0.05520], [2.10106, 0.32558, 0.08473], [-0.09426, 2.36199, -3.88595], [-2.08528, 2.95328, -5.20258], [-4.15178, 1.56058, -5.07300], [-4.15929, -0.44472, -3.63142], [-2.99822, -2.13828, -2.42830], [-1.59630, -3.88019, -1.61783], [-1.43104, -3.25474, 0.03748], [0.71644, -3.75012, -2.03562], [0.67403, -4.29099, -0.35077], [2.84038, -3.44356, -1.00325], [5.03887, -2.95388, -0.88921], [6.94829, -1.43599, -0.52726], [6.51670, 0.92927, 0.15724], [4.21036, 1.73126, 0.47342], [-2.09018, 5.12435, 2.22489], [-1.55806, 4.04177, 2.05387], [-0.81892, 3.25397, 3.06996], [-0.72976, 3.50946, 4.26853], [-0.31542, 2.02070, 2.41848], [-0.82023, 2.02013, 1.04547], [-0.67880, 1.07301, 0.21703], [-1.62190, 3.22287, 0.80553], [-2.27530, 3.49385, -0.19303], [0.27505, 1.09833, 2.98746], [-1.83726, 0.06116, 5.71975], [-1.80398, -0.11247, 4.36172], [-2.59521, 0.68906, 3.63619], [-1.11723, -1.10772, 3.90340], [-0.88319, -1.27920, 2.61692], [-0.65129, -1.50798, 1.50752], [-1.93858, 1.02281, 6.00954], [-1.06237, -0.40663, 6.16068], [-2.68714, 1.64430, 3.95430], [-2.44077, 0.64362, 2.63565]],
  "lowdin_charge": [0.795, -0.092, -0.381, -0.024, -0.125, -0.152, -0.097, -0.149, -0.117, -0.028, -0.242, -0.196, -0.036, -0.119, -0.137, -0.093, -0.152, -0.125, -0.019, -0.358, -0.077, 0.102, 0.084, 0.071, 0.092, 0.116, 0.102, 0.079, 0.109, 0.107, 0.118, 0.094, 0.074, 0.087, 0.108, 0.044, -0.330, -0.353, 0.008, -0.358, -0.257, -0.100, -0.333, 0.045, 0.002, 0.148, -0.528, 0.202, 0.113, -0.286, 0.157, 0.097, 0.095, 0.107, 0.106]
}

=====

{
  "formula": "C25H38GeN4O3PtS",
  "method": "the ωB97M-V functional and the def2-TZVPD basis",
  "spin_multiplicity": 2,
  "charge": 3,
  "orbital_gap_ev": [7.25, 5.76],
  "fmax_ev_per_a": 0.34,
  "lumo_energy_ev": [-9.74, -11.46],
  "relative_energy_kj_mol": 0.0,
  "total_energy_ev": -109217.74877,
  "species": ["Pt", "C", "C", "C", "C", "O", "Ge", "O", "C", "C", "C", "C", "O", "C", "C", "C", "C", "H", "H", "H", "H", "H", "H", "H", "H", "H", "H", "H", "H", "H", "H", "H", "H", "H", "H", "H", "H", "H", "H", "H", "H", "H", "H", "H", "N", "C", "S", "N", "N", "C", "C", "C", "C", "C", "C", "C", "C", "C", "C", "C", "C", "N", "H", "H", "H", "H", "H", "H", "H", "H", "H", "H", "H"],
  "coordinates": [[0.40162, 1.00177, -1.00862], [1.53402, 1.94957, 3.69307], [0.59880, 0.76066, 3.64217], [-0.85551, 1.14818, 3.80563], [1.02318, -0.35555, 4.57140], [0.77279, 0.25639, 2.22105], [-0.01816, -1.03875, 1.47602], [0.61148, -0.96443, -0.16458], [0.92117, -2.19923, -1.07695], [1.11449, -3.35923, -0.12822], [2.19029, -1.81976, -1.79789], [-0.26134, -2.37961, -1.99407], [-1.32352, -1.99751, 1.86139], [-1.75431, -3.18593, 2.78489], [-0.49926, -3.87774, 3.25383], [-2.61459, -4.03600, 1.88145], [-2.53146, -2.52880, 3.89869], [1.48158, 2.40279, 4.68302], [2.56452, 1.64142, 3.51739], [1.24508, 2.70120, 2.95850], [-1.01626, 1.56141, 4.80148], [-1.14130, 1.90501, 3.07497], [-1.51225, 0.27983, 3.70519], [0.98538, -0.00330, 5.60251], [0.34314, -1.21052, 4.50004], [2.04405, -0.67727, 4.36612], [1.90656, -3.15557, 0.60277], [0.18345, -3.62619, 0.37192], [1.43504, -4.23402, -0.69545], [3.02562, -1.70294, -1.10848], [2.44563, -2.62429, -2.48909], [2.05777, -0.91228, -2.38928], [-1.18163, -2.56062, -1.43603], [-0.39259, -1.52614, -2.65774], [-0.07612, -3.25339, -2.62092], [0.06241, -4.31222, 2.42645], [0.14292, -3.21405, 3.83854], [-0.79134, -4.69909, 3.91014], [-2.03689, -4.49893, 1.08206], [-3.05159, -4.83691, 2.47991], [-3.42980, -3.45352, 1.45627], [-1.89841, -1.87751, 4.50244], [-3.37323, -1.96047, 3.50600], [-2.92593, -3.30661, 4.55398], [-3.20723, 2.80514, -2.36499], [-2.03323, 2.34422, -2.00293], [-1.82257, 0.72312, -1.47923], [-1.01538, 3.26202, -2.09147], [0.15614, 2.78425, -1.75877], [1.23819, 3.59328, -1.82396], [1.18975, 4.91702, -2.36656], [1.84482, 5.97770, -1.69585], [1.79093, 7.25253, -2.20710], [1.13663, 7.48871, -3.41790], [0.50700, 6.45121, -4.10398], [0.50654, 5.18063, -3.57743], [2.45784, 2.97511, -1.28402], [3.71221, 3.54963, -1.38579], [4.80592, 2.90786, -0.80862], [4.61413, 1.70419, -0.16314], [3.34111, 1.14306, -0.15616], [2.30018, 1.74635, -0.71321], [-4.03330, 2.22346, -2.34992], [-3.30108, 3.76566, -2.66888], [2.31848, 5.80213, -0.73904], [2.24973, 8.07182, -1.67126], [1.12051, 8.48958, -3.82936], [0.02687, 6.64432, -5.05316], [0.05012, 4.36962, -4.12593], [3.84479, 4.47411, -1.92698], [5.79127, 3.34894, -0.87745], [5.43339, 1.17622, 0.30430], [3.15066, 0.18068, 0.29697]],
  "lowdin_charge": [0.969, -0.011, -0.595, -0.011, -0.010, -0.214, 0.974, -0.433, -0.558, -0.023, -0.017, -0.026, -0.201, -0.545, -0.013, -0.004, -0.010, 0.113, 0.095, 0.092, 0.117, 0.100, 0.070, 0.118, 0.058, 0.105, 0.110, 0.062, 0.129, 0.091, 0.121, 0.083, 0.099, 0.065, 0.121, 0.082, 0.080, 0.122, 0.091, 0.117, 0.103, 0.078, 0.106, 0.117, 0.190, -0.741, 0.716, 0.087, -0.156, -0.084, -0.157, -0.009, -0.016, 0.015, -0.019, 0.004, -0.178, 0.051, 0.027, 0.022, -0.078, -0.053, 0.141, 0.151, 0.129, 0.131, 0.134, 0.129, 0.120, 0.134, 0.141, 0.136, 0.114]
}

=====

{
  "formula": "C3H2N4O",
  "method": "the ωB97M-V functional and the def2-TZVPD basis",
  "spin_multiplicity": 3,
  "charge": 0,
  "orbital_gap_ev": [7.76, 6.98],
  "fmax_ev_per_a": 8.67,
  "lumo_energy_ev": [0.04, -2.98],
  "relative_energy_kj_mol": 0.0,
  "total_energy_ev": -11143.44516,
  "species": ["C", "C", "C", "N", "N", "N", "N", "O", "H", "H"],
  "coordinates": [[-0.91671, 1.40926, 0.29254], [-0.57747, 0.05460, 0.10174], [-0.28018, -1.12062, 0.72186], [2.92577, 0.56926, -0.01450], [-0.79378, -1.09029, -0.84353], [-0.15832, -2.12234, -0.11687], [3.32540, -0.41092, 0.27137], [-1.23221, 2.20079, -0.56638], [-0.60858, 1.82838, 1.25124], [-1.68391, -1.31811, -1.09748]],
  "lowdin_charge": [-0.245, -0.077, -0.140, 0.013, -0.007, 0.144, 0.021, 0.084, 0.127, 0.081]
}